Entry 1:
The following is a quantum chemistry calculation of a molecular structure, C40H43AsCoN2P2S2Te, from OMol25.

Last column: Löwdin spin population.
Element x y z (Å)
Co 0.63 -0.21 -0.51  0.006
C -1.61 2.02 -0.86  0.000
P -0.40 1.08 -1.88  0.000
C 0.70 2.33 -2.61  0.000
C 0.89 3.57 -1.99  0.000
C 1.86 4.45 -2.45  0.000
C 2.65 4.11 -3.54  0.000
C 2.48 2.88 -4.16  0.000
C 1.52 1.99 -3.69  0.000
C -1.43 0.50 -3.28  0.000
C -2.20 -0.64 -3.02  0.000
C -3.04 -1.15 -4.00  0.000
C -3.10 -0.55 -5.25  0.000
C -2.34 0.57 -5.51  0.000
C -1.51 1.10 -4.53  0.000
C -1.04 1.98 0.53  0.000
C -1.30 2.69 1.68  0.003
C -0.51 2.11 2.70  0.000
C 0.19 1.07 2.11  0.005
C 1.17 0.06 2.62  0.000
P 2.09 -0.46 1.12  0.000
C 2.93 -2.01 1.60  0.000
C 3.71 -2.66 0.63  0.000
C 4.33 -3.86 0.91  0.000
C 4.19 -4.45 2.16  0.000
C 3.42 -3.82 3.12  0.000
C 2.80 -2.61 2.84  0.000
C 3.50 0.71 1.03  0.000
C 4.70 0.54 1.71  0.000
C 5.72 1.47 1.59  0.000
C 5.54 2.59 0.78  0.000
C 4.35 2.77 0.09  0.000
C 3.34 1.83 0.21  0.000
N -0.14 0.99 0.79  0.011
H -2.54 1.44 -0.91  0.000
H -1.81 3.02 -1.24  0.000
H 0.29 3.83 -1.13  0.000
H 1.99 5.40 -1.96  0.000
H 3.40 4.80 -3.90  0.000
H 3.09 2.61 -5.01  0.000
H 1.39 1.04 -4.19  0.000
H -2.13 -1.12 -2.05  0.000
H -3.64 -2.02 -3.77  0.000
H -3.75 -0.96 -6.01  0.000
H -2.39 1.05 -6.48  0.000
H -0.94 2.00 -4.74  0.000
H -1.98 3.53 1.78  0.000
H -0.44 2.41 3.73  0.000
H 0.65 -0.82 3.02  0.000
H 1.83 0.45 3.40  0.000
H 3.83 -2.20 -0.35  0.000
H 4.94 -4.34 0.15  0.000
H 4.68 -5.39 2.38  0.000
H 3.31 -4.27 4.10  0.000
H 2.21 -2.14 3.62  0.000
H 4.85 -0.33 2.35  0.000
H 6.65 1.33 2.12  0.000
H 6.34 3.32 0.68  0.000
H 4.20 3.63 -0.54  0.000
H 2.40 1.94 -0.33  0.000
C 3.74 -1.27 -4.83  0.000
C 3.94 -0.73 -3.42  0.000
C 2.75 -0.90 -2.58  0.000
N 1.82 -0.99 -1.91  0.000
H 4.64 -1.09 -5.42  0.000
H 2.90 -0.78 -5.33  0.000
H 3.54 -2.34 -4.82  0.000
H 4.16 0.34 -3.43  0.000
H 4.77 -1.22 -2.91  0.000
C 0.47 -4.10 -1.85  0.008
As -0.51 -4.00 -0.19  0.016
C 0.54 -5.01 1.08  0.001
C -2.10 -5.06 -0.48  0.000
S -0.96 -2.06 0.41  0.071
H 0.47 -5.13 -2.20  0.001
H 1.49 -3.75 -1.67  0.000
H -0.01 -3.44 -2.57  0.000
H 0.62 -6.05 0.76  0.000
H 0.05 -4.94 2.05  0.000
H 1.53 -4.56 1.15  0.000
H -1.85 -6.08 -0.76  0.000
H -2.68 -4.59 -1.27  0.000
H -2.69 -5.05 0.44  0.000
Te -3.34 -0.37 1.94  0.718
C -4.69 -1.73 1.17  0.045
C -5.31 -2.79 1.80  0.049
C -6.15 -3.53 0.94  0.003
C -6.17 -3.04 -0.34  0.052
S -5.16 -1.67 -0.48  0.010
H -5.14 -3.02 2.84  0.001
H -6.72 -4.40 1.25  -0.001
H -6.73 -3.41 -1.18  0.003

E_LUMO (alpha / beta) = 0.3 / -0.8 eV
⟨S²⟩ = 0.759
maximum force = 0.61 eV/A
2S+1 = 2
energy above the lowest of the compared OMol25 structures with the same formula, charge and spin = 41.0 kcal/mol

Entry 2:
The following is a quantum chemistry calculation of a molecular structure, C40H43BN7NiOP2S in a non-equilibrium geometry, from OMol25.

Last column: Löwdin charge in e.
Element x y z (Å)
Ni -1.12 1.64 0.75  0.424
C 0.63 -1.44 -5.58  -0.405
S 1.74 -2.60 -4.74  0.807
C 2.89 -1.43 -3.93  -0.465
C 2.73 -1.38 -2.41  -0.247
C 1.30 -0.99 -2.02  -0.281
N 1.08 -0.86 -0.58  -0.415
P 1.00 0.67 0.25  1.035
C 2.78 0.99 0.47  -0.319
C 3.58 1.37 -0.61  -0.112
C 4.96 1.42 -0.47  -0.060
C 5.54 1.11 0.75  -0.060
C 4.75 0.76 1.84  -0.059
C 3.37 0.70 1.69  -0.096
C 0.53 1.94 -0.99  -0.386
C -0.53 1.70 -1.88  -0.134
C -0.96 2.69 -2.75  -0.056
C -0.35 3.93 -2.73  -0.052
C 0.66 4.20 -1.82  -0.063
C 1.09 3.22 -0.94  -0.091
P 0.08 -1.94 0.37  1.015
C 1.24 -2.11 1.79  -0.386
C 2.52 -2.63 1.63  -0.081
C 3.37 -2.74 2.72  -0.072
C 2.94 -2.33 3.98  -0.078
C 1.67 -1.79 4.14  -0.086
C 0.82 -1.68 3.05  -0.127
C 0.13 -3.62 -0.36  -0.357
C -0.97 -4.39 0.04  -0.116
C -1.10 -5.70 -0.37  -0.071
C -0.14 -6.26 -1.20  -0.069
C 0.95 -5.51 -1.61  -0.065
C 1.08 -4.19 -1.20  -0.096
H -0.10 -2.04 -6.12  0.032
H 1.18 -0.83 -6.29  0.037
H 0.12 -0.81 -4.85  0.020
H 2.72 -0.45 -4.38  0.079
H 3.90 -1.76 -4.19  0.072
H 3.44 -0.65 -2.01  0.088
H 3.00 -2.35 -1.99  0.084
H 0.63 -1.77 -2.41  0.085
H 1.07 -0.05 -2.53  0.092
H 3.13 1.62 -1.56  0.111
H 5.58 1.70 -1.31  0.114
H 6.62 1.13 0.86  0.111
H 5.21 0.53 2.79  0.112
H 2.76 0.40 2.54  0.083
H -0.97 0.71 -1.93  0.079
H -1.77 2.49 -3.44  0.114
H -0.66 4.69 -3.44  0.115
H 1.10 5.18 -1.77  0.119
H 1.87 3.44 -0.23  0.116
H 2.85 -2.95 0.65  0.102
H 4.36 -3.15 2.59  0.111
H 3.59 -2.43 4.83  0.108
H 1.34 -1.46 5.12  0.107
H -0.18 -1.27 3.16  0.089
H -1.72 -3.95 0.69  0.089
H -1.97 -6.27 -0.07  0.110
H -0.24 -7.29 -1.53  0.109
H 1.70 -5.94 -2.26  0.111
H 1.93 -3.62 -1.53  0.063
B -1.44 5.06 1.18  -0.403
N -0.39 4.26 1.98  -0.053
C 0.59 4.81 2.69  -0.060
C 1.36 3.81 3.25  -0.033
C 0.76 2.63 2.82  -0.160
N -0.30 2.92 2.05  -0.018
N -2.68 4.17 0.88  -0.052
C -3.92 4.65 0.78  -0.059
C -4.74 3.67 0.24  -0.033
C -3.89 2.59 0.04  -0.125
N -2.65 2.91 0.44  0.009
H -1.80 6.00 1.82  0.079
H -0.96 5.40 0.12  0.070
H 0.68 5.88 2.78  0.133
H 2.23 3.91 3.89  0.103
H 1.01 1.62 3.07  0.084
H -4.15 5.66 1.07  0.130
H -5.79 3.74 0.04  0.101
H -4.12 1.62 -0.37  0.097
N -6.85 -2.40 1.65  0.191
C -5.74 -2.71 0.95  -0.504
O -5.54 -3.78 0.41  0.090
C -4.69 -1.63 0.88  -0.110
C -4.01 -1.46 -0.33  0.028
C -2.95 -0.59 -0.37  -0.151
N -2.52 0.10 0.69  -0.027
C -3.19 -0.04 1.84  -0.105
C -4.27 -0.89 1.97  0.021
H -7.59 -3.09 1.72  0.124
H -6.99 -1.49 2.06  0.106
H -4.29 -2.03 -1.20  0.135
H -2.41 -0.46 -1.30  0.102
H -2.83 0.53 2.68  0.125
H -4.75 -0.99 2.94  0.125

E_LUMO = -3.9 eV
charge = +1
maximum force = 1.94 eV/A
2S+1 = 1
energy above the lowest of the compared OMol25 structures with the same formula, charge and spin = 61.6 kcal/mol

Entry 3:
The following is a quantum chemistry calculation of a molecular structure, C40H43BN7NiOP2S, from OMol25.

Last column: Löwdin spin population.
Element x y z (Å)
Ni -1.18 1.84 0.65  1.698
C 1.32 -2.26 -5.35  0.000
S 2.67 -2.98 -4.39  0.000
C 3.35 -1.50 -3.59  0.000
C 2.87 -1.28 -2.16  0.000
C 1.37 -1.06 -2.07  0.003
N 0.89 -0.82 -0.70  0.010
P 0.94 0.69 0.01  0.049
C 2.66 1.10 0.41  0.012
C 3.53 1.75 -0.48  0.003
C 4.86 1.94 -0.14  0.001
C 5.33 1.49 1.09  0.000
C 4.48 0.83 1.96  0.000
C 3.15 0.64 1.63  0.002
C 0.39 1.92 -1.22  0.004
C -0.68 1.56 -2.05  0.015
C -1.27 2.49 -2.90  0.002
C -0.79 3.78 -2.94  0.007
C 0.26 4.16 -2.11  0.005
C 0.84 3.25 -1.25  0.003
P -0.09 -1.94 0.28  0.001
C 1.10 -2.29 1.62  0.001
C 2.39 -2.80 1.42  0.000
C 3.25 -2.97 2.48  0.000
C 2.85 -2.63 3.77  0.000
C 1.58 -2.13 3.98  0.000
C 0.71 -1.97 2.91  0.001
C -0.16 -3.51 -0.64  0.000
C -1.41 -4.13 -0.51  0.000
C -1.64 -5.38 -1.06  0.000
C -0.65 -6.01 -1.78  0.000
C 0.59 -5.40 -1.94  0.000
C 0.84 -4.17 -1.36  0.000
H 0.86 -3.07 -5.91  0.000
H 1.70 -1.53 -6.06  0.000
H 0.56 -1.80 -4.72  0.000
H 3.11 -0.63 -4.21  0.000
H 4.43 -1.60 -3.60  0.000
H 3.38 -0.41 -1.74  0.000
H 3.17 -2.13 -1.54  0.000
H 0.82 -1.92 -2.48  0.000
H 1.11 -0.20 -2.70  0.000
H 3.17 2.09 -1.44  0.000
H 5.52 2.44 -0.83  0.000
H 6.37 1.64 1.35  0.000
H 4.85 0.47 2.91  0.000
H 2.50 0.11 2.31  0.001
H -1.02 0.53 -2.07  0.000
H -2.09 2.19 -3.54  0.000
H -1.24 4.51 -3.60  0.000
H 0.61 5.18 -2.12  0.000
H 1.63 3.57 -0.58  0.000
H 2.71 -3.06 0.42  0.000
H 4.25 -3.36 2.31  0.000
H 3.53 -2.76 4.60  0.000
H 1.25 -1.88 4.98  0.000
H -0.29 -1.58 3.08  0.000
H -2.20 -3.63 0.04  0.000
H -2.61 -5.84 -0.94  0.000
H -0.83 -6.98 -2.23  0.000
H 1.37 -5.88 -2.51  0.000
H 1.81 -3.72 -1.49  0.000
B -1.25 5.23 1.11  0.000
N -0.32 4.35 2.01  0.002
C 0.59 4.82 2.86  0.012
C 1.28 3.76 3.43  0.006
C 0.71 2.64 2.86  0.009
N -0.26 3.00 2.00  0.039
N -2.57 4.45 0.79  0.003
C -3.76 5.04 0.67  0.002
C -4.66 4.13 0.13  0.001
C -3.90 2.98 -0.06  0.004
N -2.64 3.18 0.34  0.054
H -1.57 6.20 1.75  0.000
H -0.68 5.51 0.10  0.000
H 0.68 5.89 3.01  0.001
H 2.07 3.81 4.16  0.000
H 0.91 1.60 3.03  0.000
H -3.89 6.06 0.98  0.000
H -5.70 4.28 -0.09  0.000
H -4.21 2.03 -0.45  0.000
N -6.17 -2.77 2.44  0.000
C -5.22 -2.92 1.50  0.000
O -5.04 -3.93 0.86  0.000
C -4.32 -1.72 1.26  -0.002
C -3.89 -1.49 -0.04  0.002
C -2.99 -0.47 -0.27  0.002
N -2.52 0.31 0.71  0.038
C -2.96 0.10 1.96  0.004
C -3.85 -0.91 2.28  0.002
H -6.78 -3.55 2.63  0.000
H -6.36 -1.88 2.88  0.000
H -4.22 -2.12 -0.85  0.000
H -2.61 -0.28 -1.26  0.000
H -2.56 0.75 2.73  0.002
H -4.14 -1.06 3.31  0.000

E_LUMO (alpha / beta) = -2.8 / -3.4 eV
charge = +1
⟨S²⟩ = 2.007
maximum force = 0.78 eV/A
2S+1 = 3
energy above the lowest of the compared OMol25 structures with the same formula, charge and spin = 33.4 kcal/mol

Entry 4:
The following is a quantum chemistry calculation of a molecular structure, C40H43N6PSTi in a non-equilibrium geometry, from OMol25.

Last column: Löwdin spin population.
Element x y z (Å)
Ti 0.28 -0.03 -0.03  0.912
C -1.56 0.62 -3.96  0.002
C -1.20 0.35 -2.54  0.012
N -0.01 0.18 -2.11  0.001
C 1.21 0.34 -2.92  0.000
C 2.42 -0.35 -2.28  0.001
N 2.35 -0.51 -0.78  0.006
C 3.39 0.18 0.04  0.003
C 2.87 1.51 0.54  0.005
N 1.55 1.30 1.21  0.001
C 1.55 0.92 2.66  0.000
C 0.69 -0.34 2.86  -0.002
N -0.42 -0.30 1.89  -0.014
C -1.68 -0.41 2.10  0.038
C -2.30 -0.75 3.41  0.006
C -2.50 -0.17 0.85  0.004
C -3.88 -0.14 0.75  0.007
C -4.44 0.11 -0.49  0.008
C -3.63 0.30 -1.62  0.004
C -2.27 0.24 -1.45  0.008
N -1.75 0.03 -0.24  -0.004
H -1.04 1.51 -4.31  0.001
H -2.62 0.75 -4.11  0.000
H -1.22 -0.21 -4.58  0.001
H 1.38 1.42 -3.01  0.000
H 1.05 -0.04 -3.93  0.000
H 3.33 0.20 -2.53  0.000
H 2.52 -1.35 -2.68  0.000
H 2.50 -1.51 -0.64  0.002
H 4.31 0.30 -0.53  0.000
H 3.62 -0.48 0.88  0.000
H 2.69 2.19 -0.29  0.001
H 3.58 1.99 1.21  0.000
H 1.05 2.18 1.14  0.000
H 1.16 1.76 3.23  0.000
H 2.56 0.73 3.00  0.000
H 0.34 -0.43 3.89  0.000
H 1.30 -1.21 2.63  -0.001
H -1.90 -1.70 3.77  0.002
H -3.38 -0.84 3.35  0.000
H -2.07 0.01 4.16  0.002
H -4.50 -0.29 1.62  0.000
H -5.52 0.16 -0.59  0.000
H -4.08 0.48 -2.59  0.000
C 0.45 -6.22 2.80  0.000
C 0.23 -6.48 1.45  0.000
C 0.07 -5.43 0.56  -0.001
C 0.13 -4.10 1.01  -0.002
C 0.33 -3.86 2.36  0.000
C 0.49 -4.92 3.26  0.000
P -0.12 -2.81 -0.24  -0.006
C 1.03 -3.38 -1.55  0.001
C 0.76 -3.50 -2.92  0.000
C 1.76 -3.88 -3.81  0.000
C 3.04 -4.14 -3.36  0.000
C 3.32 -4.04 -2.00  0.000
C 2.33 -3.67 -1.11  0.000
C -1.87 -3.10 -0.72  -0.001
C -2.72 -3.66 0.25  -0.001
C -4.05 -3.93 -0.04  0.000
C -4.56 -3.65 -1.30  -0.001
C -3.74 -3.07 -2.26  0.000
C -2.42 -2.78 -1.96  0.000
H 0.57 -7.05 3.49  0.000
H 0.18 -7.50 1.09  0.000
H -0.10 -5.65 -0.49  0.000
H 0.35 -2.86 2.76  0.000
H 0.66 -4.71 4.31  0.000
H -0.23 -3.35 -3.32  0.000
H 1.52 -4.00 -4.86  0.000
H 3.81 -4.44 -4.05  0.000
H 4.31 -4.27 -1.63  0.000
H 2.56 -3.67 -0.05  0.000
H -2.33 -3.95 1.22  0.000
H -4.67 -4.39 0.71  0.000
H -5.59 -3.89 -1.54  0.000
H -4.13 -2.86 -3.25  0.000
H -1.82 -2.31 -2.73  0.000
S -0.92 4.84 -1.46  0.000
C -0.32 3.26 -1.42  0.001
N -0.48 2.57 -0.32  0.001
C -1.13 3.38 0.63  0.000
C -1.44 3.02 1.94  0.000
C -2.07 3.93 2.75  0.000
C -2.41 5.21 2.27  0.000
C -2.10 5.59 0.98  0.000
C -1.46 4.65 0.17  0.000
H 0.18 2.85 -2.29  0.000
H -1.18 2.04 2.33  0.000
H -2.31 3.67 3.77  0.000
H -2.91 5.91 2.93  0.000
H -2.35 6.57 0.62  0.000

E_LUMO (alpha / beta) = -9.3 / -9.3 eV
charge = +3
⟨S²⟩ = 0.755
maximum force = 1.38 eV/A
2S+1 = 2
energy above the lowest of the compared OMol25 structures with the same formula, charge and spin = 15.1 kcal/mol

Question: Number 4 is which compound?
Answer: C40H43N6PSTi

Question: Which of these has the highest energy above the lowest of the compared OMol25 structures with the same formula, charge and spin?
Answer: number 2

Question: What is the formula in the second record?
Answer: C40H43BN7NiOP2S